Entry from the OMol25 dataset: a structure of composition C13H9N6O9S2 (ωB97M-V/def2-TZVPD).

Summary:
max |F|	5.960	eV Å⁻¹
total charge	-1
2S+1	1
HOMO level	-4.357	eV
LUMO level	2.21	eV
molecular weight	457.4	g/mol

Last column: Löwdin charge in e.
CARTESIAN COORDINATES (ANGSTROEM)
C  2.449  -0.522  -2.185  0.01
O  1.088  0.171  -2.233  -0.14
C  0.438  0.090  -1.003  -0.50
S  -0.802  1.459  -0.946  0.78
O  -1.073  1.866  0.396  -0.25
O  -0.471  2.405  -2.022  -0.29
C  -2.318  0.616  -1.566  -0.23
C  -2.222  -0.756  -1.631  -0.23
C  -3.313  -1.533  -2.030  -0.04
C  -4.523  -0.892  -2.302  -0.07
C  -4.614  0.498  -2.249  -0.07
C  -3.497  1.270  -1.925  -0.03
S  -0.652  -1.430  -0.960  0.77
O  -0.101  -2.334  -1.968  -0.31
O  -1.010  -1.868  0.371  -0.27
H  2.708  -0.622  -3.236  0.09
H  3.184  0.104  -1.653  0.10
H  2.399  -1.508  -1.695  0.08
H  -3.201  -2.611  -2.108  0.12
H  -5.391  -1.490  -2.556  0.10
H  -5.557  0.990  -2.460  0.10
H  -3.527  2.357  -1.923  0.12
O  1.831  -1.070  5.518  0.02
N  1.894  0.016  4.915  -0.36
O  2.049  1.127  5.487  -0.02
C  1.752  0.065  3.479  -0.11
C  1.664  1.306  2.805  0.11
C  1.330  1.317  1.423  -0.16
N  1.717  2.462  0.644  -0.33
O  1.985  3.550  1.183  0.02
O  1.769  2.289  -0.601  -0.02
C  0.971  0.133  0.698  -0.11
N  1.523  -0.995  1.362  -0.05
N  1.843  -2.159  0.739  0.04
N  2.174  -3.025  1.678  -0.04
N  2.159  -2.457  2.911  0.06
C  1.775  -1.156  2.708  -0.19
H  1.915  2.264  3.311  0.14
H  1.655  0.070  -0.374  0.13

Atoms 1-3, force components in eV/Å:
C -0.799 0.305 -0.217
O 1.728 -1.150 2.041
C -3.620 -0.371 2.088



Entry from the OMol25 dataset: a cluster of 16 separate species, C143H101N9O14 in total (ωB97M-V/def2-TZVPD).

Summary:
max |F|	3.654	eV Å⁻¹
2S+1	1
HOMO level	-9.299	eV
LUMO level	-1.30	eV
molecular weight	2169.4	g/mol

Last column: Löwdin charge in e.
CARTESIAN COORDINATES (ANGSTROEM)
C  -22.831  -24.173  -18.962  -0.07
C  -23.781  -23.199  -19.242  -0.04
C  -23.901  -22.132  -18.334  -0.02
C  -23.190  -22.080  -17.177  -0.10
C  -22.153  -22.994  -16.979  -0.07
C  -22.002  -24.088  -17.852  0.00
C  -21.278  -22.808  -15.762  -0.26
O  -20.366  -23.592  -15.540  0.08
C  -21.492  -21.669  -14.801  -0.09
C  -20.594  -21.527  -13.729  0.02
C  -20.807  -20.474  -12.861  -0.06
C  -21.757  -19.524  -13.149  -0.05
C  -22.630  -19.675  -14.232  0.00
C  -22.514  -20.776  -15.028  -0.09
C  -23.420  -20.903  -16.245  -0.26
O  -24.390  -20.205  -16.386  0.11
H  -22.834  -25.106  -19.553  0.12
H  -24.399  -23.179  -20.137  0.11
H  -24.626  -21.347  -18.476  0.12
H  -21.191  -24.808  -17.720  0.12
H  -19.851  -22.301  -13.607  0.12
H  -20.259  -20.454  -11.935  0.10
H  -21.977  -18.800  -12.364  0.09
H  -23.381  -18.963  -14.392  0.09
C  -24.596  -12.062  -15.975  -0.04
C  -25.637  -12.512  -16.738  -0.06
C  -25.722  -12.245  -18.096  -0.01
C  -24.694  -11.531  -18.668  -0.09
C  -23.618  -11.085  -17.922  -0.12
C  -23.607  -11.281  -16.566  0.00
C  -22.537  -10.395  -18.581  -0.30
O  -21.567  -9.969  -17.977  0.08
C  -22.637  -10.192  -20.021  -0.09
C  -21.717  -9.354  -20.582  0.00
C  -21.748  -9.245  -21.962  -0.07
C  -22.727  -9.819  -22.751  -0.04
C  -23.676  -10.642  -22.143  0.00
C  -23.607  -10.809  -20.819  -0.11
C  -24.736  -11.478  -20.136  -0.29
O  -25.662  -11.987  -20.725  0.10
H  -24.497  -12.247  -14.898  0.11
H  -26.455  -13.122  -16.300  0.11
H  -26.609  -12.550  -18.703  0.14
H  -22.743  -10.831  -16.045  0.13
H  -20.937  -8.865  -19.964  0.14
H  -21.030  -8.542  -22.407  0.11
H  -22.668  -9.607  -23.799  0.10
H  -24.566  -10.982  -22.627  0.12
C  -27.325  -24.469  -10.607  -0.05
C  -26.052  -24.303  -11.154  -0.05
C  -25.667  -23.106  -11.706  -0.01
C  -26.543  -22.036  -11.726  -0.10
C  -27.789  -22.187  -11.137  -0.11
C  -28.186  -23.378  -10.578  -0.01
C  -28.750  -21.030  -11.191  -0.29
O  -29.735  -20.971  -10.473  0.10
C  -28.453  -20.032  -12.221  -0.12
C  -29.491  -19.257  -12.665  -0.01
C  -29.268  -18.307  -13.671  -0.01
C  -27.968  -18.015  -14.100  -0.05
C  -26.942  -18.816  -13.685  0.02
C  -27.195  -19.832  -12.753  -0.08
C  -26.141  -20.806  -12.444  -0.28
O  -24.987  -20.581  -12.746  0.10
H  -27.646  -25.368  -10.107  0.10
H  -25.364  -25.166  -11.166  0.12
H  -24.655  -22.952  -12.036  0.12
H  -29.183  -23.413  -10.141  0.13
H  -30.500  -19.429  -12.381  0.12
H  -30.132  -17.770  -14.007  0.10
H  -27.794  -17.374  -14.954  0.09
H  -25.924  -18.834  -14.106  0.12
C  -25.874  -15.160  -10.140  -0.05
C  -26.879  -14.950  -11.123  -0.03
C  -26.593  -15.166  -12.474  0.03
C  -25.309  -15.608  -12.816  -0.07
C  -24.361  -15.909  -11.844  -0.07
C  -24.630  -15.633  -10.495  -0.03
C  -22.956  -16.264  -12.204  -0.29
O  -22.115  -16.518  -11.377  0.05
C  -22.549  -16.240  -13.626  -0.12
C  -21.255  -16.574  -13.955  -0.03
C  -20.970  -16.671  -15.324  -0.03
C  -21.944  -16.526  -16.306  -0.06
C  -23.223  -16.287  -15.930  0.00
C  -23.509  -16.093  -14.609  -0.08
C  -24.907  -15.701  -14.260  -0.23
O  -25.738  -15.404  -15.114  0.06
H  -26.101  -14.858  -9.109  0.11
H  -27.811  -14.646  -10.691  0.08
H  -27.357  -15.056  -13.270  0.11
H  -23.835  -15.752  -9.759  0.10
H  -20.587  -16.803  -13.121  0.09
H  -19.914  -16.817  -15.496  0.10
H  -21.640  -16.654  -17.335  0.08
H  -23.883  -16.245  -16.786  0.09
C  -19.869  -20.292  -18.044  -0.04
C  -19.327  -21.008  -19.127  -0.03
C  -20.037  -21.095  -20.299  0.00
C  -21.261  -20.458  -20.406  -0.09
C  -21.763  -19.731  -19.331  -0.10
C  -21.025  -19.598  -18.189  -0.04
C  -22.929  -18.797  -19.468  -0.28
O  -23.211  -17.952  -18.681  0.12
C  -23.758  -18.966  -20.729  -0.06
C  -24.867  -18.171  -20.904  0.00
C  -25.560  -18.208  -22.135  -0.04
C  -25.104  -19.021  -23.167  -0.04
C  -23.967  -19.831  -22.980  -0.02
C  -23.330  -19.832  -21.779  -0.09
C  -22.029  -20.586  -21.684  -0.27
O  -21.507  -21.050  -22.677  0.10
H  -19.318  -20.319  -17.127  0.11
H  -18.420  -21.567  -18.958  0.11
H  -19.810  -21.752  -21.145  0.13
H  -21.502  -19.022  -17.420  0.11
H  -25.237  -17.525  -20.100  0.09
H  -26.457  -17.616  -22.229  0.09
H  -25.561  -19.051  -24.140  0.10
H  -23.660  -20.511  -23.769  0.12
C  -23.521  -17.159  -7.408  -0.05
C  -22.168  -16.780  -7.668  -0.04
C  -21.725  -15.540  -7.287  -0.01
C  -22.580  -14.667  -6.609  -0.11
C  -23.857  -15.000  -6.354  -0.10
C  -24.380  -16.259  -6.793  0.02
C  -24.827  -14.084  -5.762  -0.29
O  -26.027  -14.274  -5.807  0.10
C  -24.278  -12.866  -5.108  -0.08
C  -25.106  -12.043  -4.374  -0.01
C  -24.588  -10.887  -3.789  -0.05
C  -23.215  -10.583  -3.860  -0.04
C  -22.407  -11.425  -4.615  -0.01
C  -22.924  -12.518  -5.248  -0.09
C  -22.047  -13.397  -6.058  -0.29
O  -20.956  -12.979  -6.343  0.12
H  -23.901  -18.120  -7.734  0.09
H  -21.595  -17.607  -8.089  0.10
H  -20.742  -15.115  -7.624  0.14
H  -25.439  -16.519  -6.589  0.13
H  -26.170  -12.249  -4.343  0.12
H  -25.277  -10.213  -3.234  0.12
H  -22.856  -9.676  -3.357  0.11
H  -21.379  -11.157  -4.757  0.12
C  -34.046  -11.557  -15.003  -0.04
C  -34.440  -11.675  -13.683  -0.07
C  -33.568  -11.713  -12.640  -0.01
C  -32.224  -11.576  -12.953  -0.09
C  -31.762  -11.383  -14.252  -0.09
C  -32.690  -11.484  -15.284  0.00
C  -30.341  -11.317  -14.638  -0.31
O  -29.955  -11.213  -15.771  0.12
C  -29.352  -11.372  -13.529  -0.10
C  -28.034  -11.215  -13.898  -0.01
C  -27.079  -11.229  -12.913  -0.03
C  -27.434  -11.569  -11.585  -0.06
C  -28.731  -11.817  -11.262  -0.03
C  -29.726  -11.629  -12.204  -0.09
C  -31.185  -11.689  -11.843  -0.24
O  -31.566  -11.870  -10.686  0.07
H  -34.752  -11.470  -15.806  0.11
H  -35.480  -11.838  -13.450  0.11
H  -33.826  -11.908  -11.595  0.13
H  -32.346  -11.497  -16.302  0.12
H  -27.744  -11.177  -14.945  0.12
H  -26.034  -10.960  -13.161  0.10
H  -26.646  -11.674  -10.820  0.10
H  -29.159  -12.140  -10.309  0.12
N  -30.227  -16.414  -10.478  0.08
C  -30.423  -15.258  -9.797  -0.13
C  -29.749  -14.954  -8.601  -0.06
C  -28.906  -15.919  -8.024  -0.08
C  -28.776  -17.104  -8.698  -0.06
C  -29.434  -17.275  -9.937  -0.16
H  -31.134  -14.594  -10.245  0.09
H  -29.971  -14.019  -8.138  0.09
H  -28.467  -15.814  -7.026  0.11
H  -28.215  -17.951  -8.303  0.09
H  -29.236  -18.212  -10.410  0.07
N  -32.031  -15.051  -15.582  0.07
C  -31.382  -14.756  -14.440  -0.17
C  -30.013  -14.674  -14.313  -0.09
C  -29.247  -14.741  -15.451  -0.07
C  -29.851  -15.009  -16.690  -0.03
C  -31.258  -15.196  -16.695  -0.12
H  -32.004  -14.806  -13.559  0.11
H  -29.649  -14.423  -13.311  0.10
H  -28.187  -14.695  -15.427  0.07
H  -29.284  -15.117  -17.586  0.08
H  -31.767  -15.350  -17.670  0.11
N  -17.884  -17.789  -19.747  0.07
C  -19.136  -17.348  -19.964  -0.14
C  -19.720  -16.369  -19.205  -0.08
C  -19.087  -15.903  -18.086  -0.08
C  -17.803  -16.372  -17.825  -0.05
C  -17.289  -17.391  -18.643  -0.16
H  -19.647  -17.710  -20.851  0.11
H  -20.723  -16.097  -19.538  0.09
H  -19.507  -15.162  -17.412  0.09
H  -17.193  -16.102  -16.956  0.09
H  -16.275  -17.788  -18.518  0.11
N  -18.729  -17.755  -12.145  0.06
C  -19.411  -17.843  -10.951  -0.13
C  -18.951  -18.612  -9.899  -0.07
C  -17.772  -19.326  -10.082  -0.08
C  -17.089  -19.263  -11.292  -0.08
C  -17.617  -18.477  -12.271  -0.17
H  -20.342  -17.249  -11.001  0.08
H  -19.492  -18.595  -8.934  0.10
H  -17.275  -19.900  -9.300  0.11
H  -16.158  -19.827  -11.445  0.11
H  -17.016  -18.328  -13.160  0.10
N  -28.125  -16.770  -20.128  0.06
C  -27.361  -15.664  -19.924  -0.14
C  -26.452  -15.444  -18.880  -0.07
C  -26.346  -16.456  -17.958  -0.10
C  -27.135  -17.591  -18.064  -0.05
C  -28.046  -17.669  -19.155  -0.16
H  -27.386  -14.958  -20.719  0.10
H  -25.810  -14.573  -18.823  0.07
H  -25.632  -16.442  -17.160  0.06
H  -27.015  -18.491  -17.456  0.11
H  -28.514  -18.634  -19.308  0.10
N  -20.586  -12.615  -15.377  0.07
C  -20.218  -13.594  -14.625  -0.19
C  -18.930  -14.148  -14.630  -0.04
C  -18.020  -13.574  -15.573  -0.06
C  -18.418  -12.454  -16.343  -0.07
C  -19.711  -12.022  -16.227  -0.14
H  -21.000  -14.014  -13.973  0.09
H  -18.718  -14.978  -13.933  0.11
H  -17.025  -13.964  -15.762  0.09
H  -17.778  -11.952  -17.034  0.10
H  -20.024  -11.154  -16.819  0.10
N  -23.466  -11.045  -11.787  0.07
C  -23.913  -11.181  -10.524  -0.18
C  -23.603  -12.194  -9.702  -0.07
C  -22.566  -13.038  -10.128  -0.06
C  -22.051  -12.972  -11.432  -0.04
C  -22.594  -11.938  -12.231  -0.14
H  -24.666  -10.495  -10.228  0.09
H  -24.105  -12.243  -8.724  0.12
H  -22.204  -13.894  -9.527  0.10
H  -21.312  -13.629  -11.890  0.09
H  -22.199  -11.705  -13.216  0.09
N  -24.381  -21.345  -9.238  0.08
C  -25.636  -21.077  -8.829  -0.13
C  -26.340  -19.932  -9.251  -0.07
C  -25.628  -18.903  -9.888  -0.05
C  -24.317  -19.175  -10.309  -0.08
C  -23.748  -20.378  -9.932  -0.15
H  -26.171  -21.771  -8.237  0.10
H  -27.391  -19.875  -8.932  0.10
H  -26.116  -17.952  -10.116  0.10
H  -23.659  -18.502  -10.842  0.08
H  -22.731  -20.549  -10.329  0.11
N  -22.984  -14.504  -18.763  0.10
C  -21.969  -13.776  -18.290  -0.13
C  -20.927  -13.356  -19.123  -0.10
C  -21.030  -13.482  -20.458  -0.09
C  -22.104  -14.212  -21.015  -0.02
C  -23.073  -14.711  -20.069  -0.13
H  -21.884  -13.594  -17.231  0.09
H  -20.104  -12.792  -18.684  0.10
H  -20.296  -13.015  -21.113  0.12
H  -22.270  -14.300  -22.090  0.10
H  -23.880  -15.362  -20.312  0.08

Atoms 1-3, force components in eV/Å:
C -0.610 -1.193 -0.425
C 0.246 1.123 0.757
C -1.250 -0.562 -1.233



Entry from the OMol25 dataset: a structure of composition C14BeF5N3O6 (ωB97M-V/def2-TZVPD).

Summary:
max |F|	2.681	eV Å⁻¹
total charge	-2
2S+1	1
HOMO level	-2.027	eV
LUMO level	4.63	eV
molecular weight	410.2	g/mol

Last column: Löwdin charge in e.
CARTESIAN COORDINATES (ANGSTROEM)
Be  -0.237  -0.141  -0.238  0.18
O  2.624  -0.895  4.534  0.09
C  2.029  -0.493  3.555  -0.26
C  0.656  0.145  3.410  -0.29
O  -0.099  0.475  4.294  0.08
C  0.383  0.138  1.988  -0.27
C  1.481  -0.357  1.322  -0.26
O  1.349  -0.456  0.034  0.00
C  2.577  -0.603  2.166  -0.31
O  3.763  -0.849  1.896  0.05
O  -0.707  0.342  1.347  0.03
F  -0.048  2.887  0.354  0.08
C  -0.354  2.635  -0.935  -0.22
C  -0.541  1.337  -1.409  0.06
C  -0.924  1.190  -2.713  -0.25
F  -1.048  -0.027  -3.238  0.08
C  -1.098  2.290  -3.579  -0.17
F  -1.427  2.147  -4.853  0.10
C  -0.937  3.547  -3.066  -0.18
F  -1.059  4.640  -3.823  0.09
C  -0.533  3.719  -1.759  -0.13
F  -0.313  5.017  -1.339  0.05
O  -1.044  -1.642  -0.340  -0.11
N  -0.346  -2.696  -0.551  0.03
C  -0.750  -3.788  0.072  -0.31
C  -1.923  -3.913  0.874  -0.19
N  -2.758  -4.082  1.676  0.13
C  0.241  -4.863  0.116  -0.19
N  1.040  -5.704  0.207  0.11

Atoms 1-3, force components in eV/Å:
Be -0.140 0.434 0.081
O -0.630 0.375 0.181
C 0.579 -0.100 -0.011



Entry from the OMol25 dataset: a structure of composition C14H10Br4O4 (ωB97M-V/def2-TZVPD).

Summary:
max |F|	3.707	eV Å⁻¹
2S+1	1
HOMO level	-9.505	eV
LUMO level	-0.19	eV
molecular weight	561.8	g/mol

Last column: Löwdin charge in e.
CARTESIAN COORDINATES (ANGSTROEM)
O  -1.613  4.107  -3.010  0.07
O  1.271  -3.350  4.380  0.08
Br  -2.990  -0.547  -1.885  0.73
Br  0.200  3.133  1.275  0.80
Br  -2.457  -2.871  0.489  0.78
Br  1.301  0.725  3.127  0.77
O  -0.451  2.386  -2.019  0.01
O  0.845  -2.612  2.236  0.01
C  -0.668  3.308  -2.983  -0.47
C  1.496  -3.368  3.159  -0.46
C  0.010  4.135  -5.259  0.08
C  3.073  -4.311  1.439  0.08
C  0.236  3.347  -4.139  -0.05
C  2.636  -4.197  2.737  -0.05
C  -1.868  -0.183  -0.294  -0.55
C  -0.448  1.358  0.947  -0.59
C  -1.592  -1.167  0.655  -0.58
C  -0.094  0.336  1.827  -0.57
C  -1.313  1.100  -0.132  -0.23
C  -0.696  -0.904  1.734  -0.25
C  -1.558  2.244  -1.112  -0.21
C  -0.334  -1.967  2.700  -0.22
H  -0.915  4.687  -5.306  0.06
H  0.698  4.168  -6.121  0.07
H  2.561  -3.870  0.585  0.07
H  3.936  -4.889  1.212  0.05
H  1.132  2.775  -4.082  0.09
H  3.149  -4.667  3.555  0.10
H  -2.494  2.079  -1.669  0.09
H  -1.711  3.184  -0.565  0.09
H  -1.135  -2.678  2.825  0.09
H  -0.209  -1.491  3.694  0.11

Atoms 1-3, force components in eV/Å:
O 1.120 -1.759 1.172
O -0.483 0.369 -2.592
Br 0.932 0.259 1.375



| no. | orbital gap (Eh) |
| --- | --- |
| 1 | 0.24131 |
| 2 | 0.29408 |
| 3 | 0.24480 |
| 4 | 0.34250 |